{"formula": "C6H6NO", "method": "ωB97M-V with the def2-TZVPD basis set", "species": ["O", "N", "C", "C", "C", "C", "C", "C", "H", "H", "H", "H", "H", "H"], "xyz": [[-2.39282, -1.48137, -0.16039], [-1.82925, 0.95259, 0.15936], [-1.06122, 1.85688, 0.06469], [0.31802, 2.04507, -0.13183], [0.78904, 0.58549, -0.07045], [-1.42038, -0.35074, 0.09424], [0.02440, -0.51608, 0.06138], [0.50854, -1.92170, 0.13568], [1.55850, -1.99673, -0.12716], [0.55259, 2.50341, -1.10254], [-0.09132, -2.55451, -0.51559], [0.36572, -2.29918, 1.14944], [1.86296, 0.50658, -0.17878], [0.81520, 2.67029, 0.62194]], "homo_energy_ev": [-14.7, -15.4], "total_energy_ev": -9843.8979, "total_charge": 1, "e_lumo_ev": [-7.52, -7.44], "e_above_lowest_ev": 3.677, "orbital_gap_ev": [7.1929, 7.9846]}